The following is a quantum chemistry calculation of C32H53BIrN11S3Si as an isolated structure at a distorted geometry, from the Open Molecules 2025 dataset.

Element x y z (Å)
Ir 2.254 0.918 1.415
C -1.367 4.005 3.456
C -1.594 2.919 2.472
C -2.780 2.768 1.795
C -2.923 1.728 0.848
N -1.908 0.947 0.576
N -0.770 1.040 1.241
B 0.175 -0.108 0.840
N 0.310 -0.289 -0.599
N 0.100 -1.498 -1.150
C -0.086 -1.645 -2.434
C -0.138 -0.516 -3.280
C 0.268 0.716 -2.780
C 0.361 1.901 -3.678
C 0.604 0.784 -1.436
S 1.527 2.136 -0.755
C -0.337 -3.044 -2.958
C 0.649 -4.029 -2.320
C -0.200 -3.151 -4.477
C -1.775 -3.397 -2.545
N -0.048 -1.407 1.619
N -1.255 -1.937 1.533
C -1.521 -3.080 2.118
C -0.560 -3.693 2.958
C 0.712 -3.184 3.029
C 1.774 -3.798 3.856
C 0.970 -2.020 2.254
S 2.556 -1.412 2.092
C -2.813 -3.790 1.827
C -3.764 -2.911 1.021
C -2.424 -5.036 1.010
C -3.513 -4.222 3.123
C -0.566 1.967 2.206
S 0.885 1.971 3.112
C -4.245 1.415 0.206
C -4.890 2.665 -0.400
C -5.140 0.903 1.351
C -4.073 0.352 -0.880
H -2.204 4.698 3.487
H -0.461 4.559 3.212
H -1.226 3.584 4.451
H -3.601 3.436 1.994
H -0.415 -0.616 -4.315
H -0.221 1.720 -4.578
H 1.387 2.082 -3.993
H -0.008 2.798 -3.186
H 1.660 -3.862 -2.683
H 0.365 -5.043 -2.588
H 0.642 -3.933 -1.237
H 0.796 -2.866 -4.808
H -0.946 -2.557 -4.997
H -0.358 -4.183 -4.775
H -1.883 -3.293 -1.468
H -1.996 -4.422 -2.828
H -2.499 -2.749 -3.035
H -0.829 -4.565 3.530
H 1.354 -4.565 4.501
H 2.267 -3.043 4.467
H 2.540 -4.251 3.225
H -3.277 -2.537 0.126
H -4.090 -2.068 1.620
H -4.638 -3.484 0.727
H -1.913 -4.762 0.090
H -3.323 -5.588 0.755
H -1.771 -5.698 1.574
H -3.633 -3.379 3.801
H -2.975 -5.017 3.632
H -4.500 -4.605 2.877
H -5.122 3.407 0.358
H -5.821 2.384 -0.883
H -4.240 3.118 -1.144
H -5.328 1.686 2.082
H -4.687 0.057 1.863
H -6.096 0.585 0.945
H -3.567 0.778 -1.743
H -5.043 -0.015 -1.196
H -3.485 -0.481 -0.510
C 2.389 4.858 -3.158
Si 3.741 3.831 -2.303
C 4.234 4.624 -0.647
C 5.148 3.308 -3.480
C 3.071 2.046 -1.725
H 2.742 5.878 -3.294
H 1.483 4.919 -2.561
H 2.131 4.483 -4.143
H 4.768 5.552 -0.830
H 4.883 3.987 -0.052
H 3.366 4.870 -0.039
H 5.760 4.175 -3.708
H 4.765 2.921 -4.421
H 5.793 2.553 -3.039
H 2.906 1.371 -2.558
H 3.834 1.610 -1.083
N 6.898 3.060 3.119
N 6.067 2.199 2.561
N 6.484 1.051 2.087
C 5.402 0.537 1.544
N 4.365 1.373 1.685
N 4.808 2.428 2.341
H 7.792 2.678 3.400
H 6.493 3.826 3.637
H 5.364 -0.412 1.049

Calculated values
**Net charge**: +3
**LUMO (alpha / beta)**: -10.47 / -10.28 eV
**Electronic energy**: -3465.82859 a.u.
**<S²>**: 0.77
**HOMO-LUMO gap (alpha / beta)**: 0.2255 / 0.2345 Ha
**Spin multiplicity**: 2

Here are the Löwdin charges for atoms 1 to 99, given in e: 0.786 -0.036 -0.219 0.118 -0.172 0.185 -0.017 -0.697 0.048 0.240 -0.162 0.145 -0.206 -0.009 -0.368 0.939 -0.536 -0.026 -0.036 -0.016 0.009 0.206 -0.170 0.115 -0.218 -0.036 -0.553 0.788 -0.539 -0.038 -0.007 -0.019 -0.571 0.822 -0.539 -0.022 -0.010 -0.037 0.104 0.095 0.102 0.141 0.137 0.109 0.089 0.095 0.095 0.101 0.070 0.100 0.087 0.105 0.049 0.106 0.098 0.141 0.103 0.092 0.105 0.049 0.073 0.105 0.069 0.106 0.092 0.099 0.086 0.102 0.084 0.104 0.094 0.092 0.075 0.105 0.085 0.102 0.047 -0.167 0.564 -0.167 -0.155 -0.462 0.047 0.023 0.031 0.044 0.009 0.032 0.042 0.038 0.035 0.046 0.017 0.180 -0.255 0.168 -0.194 -0.189 0.088

=====

The following is a quantum chemistry calculation of a 2-piece molecular cluster, C6H8OSe overall at a distorted geometry, from the Open Molecules 2025 dataset.

Element x y z (Å)
C 1.515 -1.254 0.252
C 1.603 -2.530 0.696
C -0.515 -2.107 0.594
C 0.117 -0.951 0.180
C -1.013 2.867 -1.128
C -0.484 0.279 -0.196
O 0.377 -3.055 0.895
Se 0.298 1.454 -1.368
H 2.309 -0.568 0.037
H 2.446 -3.157 0.907
H -1.554 -2.358 0.674
H -0.648 3.780 -1.588
H -1.952 2.564 -1.586
H -1.119 2.992 -0.050
H -1.535 0.427 -0.010
H 0.153 1.616 1.694

Calculated values
**LUMO (alpha / beta)**: -0.41 / -0.11 eV
**Electronic energy**: -2709.91383 a.u.
**HOMO-LUMO gap (alpha / beta)**: 0.2362 / 0.3093 Ha
**ΔE to the lowest compared entry with this formula, charge and spin**: 46.2 kcal per mole

Atomic charges from the Löwdin analysis, expressed in e, are listed below: -0.037 -0.108 -0.072 -0.367 -0.413 -0.502 0.016 0.919 0.104 0.121 0.131 0.018 0.023 0.002 0.055 0.113

=====

The following is a quantum chemistry calculation of a 12-piece molecular cluster, C36H102N6O18 overall at a distorted geometry, from the Open Molecules 2025 dataset.

Element x y z (Å)
C -4.317 -8.514 -5.070
O -3.037 -8.585 -4.373
C -2.974 -7.871 -3.201
C -1.542 -7.507 -2.782
C -0.576 -8.749 -2.588
N -1.713 -6.893 -1.506
H -4.371 -8.999 -6.044
H -4.656 -7.482 -5.163
H -5.014 -9.006 -4.391
H -3.409 -6.887 -3.378
H -3.478 -8.369 -2.372
H -1.177 -6.837 -3.559
H 0.176 -8.440 -1.861
H -0.114 -9.074 -3.520
H -1.135 -9.607 -2.214
H -1.715 -7.671 -0.862
H -0.859 -6.388 -1.314
C -10.973 2.705 0.630
O -10.214 3.838 0.652
C -8.894 3.604 1.288
C -7.900 2.692 0.568
C -6.488 2.745 1.141
N -7.746 3.406 -0.676
H -12.025 2.830 0.374
H -10.920 2.159 1.572
H -10.535 2.061 -0.133
H -8.392 4.519 1.601
H -9.182 3.212 2.264
H -8.304 1.682 0.510
H -6.665 2.309 2.124
H -6.157 3.779 1.235
H -5.696 2.104 0.753
H -8.648 3.483 -1.124
H -7.642 4.390 -0.470
C 10.050 1.723 5.794
O 8.894 2.567 5.886
C 7.500 2.123 5.804
C 7.170 1.067 4.616
C 7.209 1.642 3.178
N 5.829 0.335 4.711
H 11.026 2.207 5.845
H 9.830 1.164 4.884
H 9.979 1.012 6.616
H 7.333 1.645 6.769
H 6.806 2.964 5.824
H 7.972 0.330 4.654
H 6.970 0.980 2.345
H 8.189 2.099 3.036
H 6.447 2.422 3.197
H 5.200 1.122 4.774
H 5.558 -0.215 3.909
C -2.442 2.092 -7.203
O -1.164 1.774 -6.723
C -1.167 0.396 -6.224
C 0.200 -0.009 -5.620
C 1.197 -0.434 -6.677
N 0.017 -1.072 -4.640
H -2.365 3.173 -7.319
H -3.226 1.833 -6.492
H -2.772 1.672 -8.153
H -1.900 0.270 -5.427
H -1.517 -0.280 -7.004
H 0.782 0.819 -5.217
H 0.814 -1.198 -7.353
H 2.117 -0.832 -6.247
H 1.508 0.339 -7.380
H 0.851 -1.270 -4.106
H -0.304 -1.963 -4.991
C 6.949 -0.570 -6.721
O 6.685 -0.045 -5.449
C 7.038 -0.700 -4.383
C 5.872 -0.709 -3.261
C 5.483 0.698 -2.615
N 6.367 -1.535 -2.157
H 6.506 -1.566 -6.701
H 8.008 -0.425 -6.933
H 6.367 0.138 -7.310
H 7.164 -1.755 -4.624
H 7.909 -0.155 -4.019
H 4.952 -1.094 -3.699
H 4.483 0.671 -2.182
H 5.504 1.411 -3.439
H 6.159 1.085 -1.852
H 5.621 -1.614 -1.482
H 7.130 -1.086 -1.671
C -0.326 5.131 3.629
O 0.564 6.016 2.908
C 1.368 6.848 3.627
C 2.156 7.750 2.655
C 2.406 9.134 3.257
N 1.300 8.111 1.502
H -1.344 5.508 3.534
H -0.012 5.065 4.671
H -0.366 4.065 3.405
H 0.767 7.436 4.321
H 2.148 6.304 4.160
H 3.019 7.274 2.189
H 3.026 9.750 2.605
H 3.068 9.038 4.118
H 1.547 9.656 3.678
H 0.728 8.864 1.856
H 0.677 7.316 1.476
O -0.417 1.430 6.352
C 0.894 1.104 6.876
C 1.933 2.109 6.583
O 2.143 2.229 5.149
H -0.984 1.302 7.116
H 0.709 1.010 7.946
H 1.341 0.136 6.652
H 2.879 1.810 7.035
H 1.657 3.075 7.007
H 2.125 3.168 4.948
O -0.697 -1.835 -0.445
C -0.993 -0.508 0.108
C 0.328 0.067 0.773
O 0.629 -0.373 2.056
H -0.445 -1.713 -1.363
H -1.401 0.202 -0.611
H -1.843 -0.539 0.791
H 0.311 1.148 0.634
H 1.229 -0.172 0.208
H 0.737 0.310 2.722
O -5.926 -2.146 -3.644
C -5.656 -2.871 -2.377
C -6.439 -2.223 -1.170
O -7.841 -2.058 -1.478
H -5.613 -2.538 -4.462
H -5.816 -3.946 -2.460
H -4.580 -2.898 -2.204
H -6.028 -1.239 -0.944
H -6.208 -2.900 -0.347
H -7.908 -1.429 -2.200
O -2.924 -6.205 3.353
C -2.945 -4.749 3.347
C -4.263 -4.223 3.867
O -4.444 -4.435 5.264
H -2.332 -6.392 2.620
H -2.108 -4.399 3.950
H -2.868 -4.447 2.302
H -5.058 -4.683 3.279
H -4.382 -3.156 3.679
H -4.561 -5.387 5.311
O 4.197 -4.380 2.973
C 2.894 -4.761 3.302
C 2.242 -5.436 2.058
O 1.348 -6.601 2.357
H 4.798 -4.284 3.716
H 2.766 -5.373 4.195
H 2.285 -3.900 3.578
H 2.989 -5.825 1.367
H 1.862 -4.641 1.416
H 1.777 -7.095 3.060
O -0.043 4.773 -4.623
C -0.100 4.283 -3.251
C -0.534 5.480 -2.401
O -1.860 5.763 -2.908
H -0.116 4.128 -5.330
H -0.658 3.347 -3.269
H 0.960 4.120 -3.056
H 0.015 6.416 -2.508
H -0.589 5.352 -1.320
H -1.691 5.848 -3.849

Calculated values
**LUMO**: 0.05 eV
**SMILES string**: COC[C@H](C)N.COC[C@H](C)N.COC[C@H](C)N.COC[C@H](C)N.COC[C@H](C)N.COC[C@H](C)N.OCCO.OCCO.OCCO.OCCO.OCCO.OCCO
**Electronic energy**: -3115.14608 a.u.
**HOMO-LUMO gap**: 0.3338 Ha
**ΔE to the lowest compared entry with this formula, charge and spin**: 231.0 kcal per mole

Here are the Löwdin charges for atoms 1 to 99, given in e: -0.066 -0.186 -0.268 -0.428 -0.044 0.020 0.084 0.077 0.082 0.113 0.127 0.138 0.066 0.068 0.075 0.071 0.075 -0.163 -0.184 -0.175 -0.438 -0.064 0.020 0.093 0.088 0.082 0.125 0.111 0.139 0.073 0.081 0.077 0.063 0.073 -0.086 -0.230 -0.124 -0.371 -0.079 0.022 0.090 0.066 0.082 0.107 0.114 0.101 0.070 0.069 0.071 0.042 0.057 -0.138 -0.188 -0.165 -0.424 -0.088 0.030 0.090 0.086 0.085 0.112 0.123 0.136 0.074 0.070 0.078 0.067 0.076 -0.069 -0.212 -0.270 -0.352 -0.062 0.003 0.095 0.094 0.094 0.118 0.130 0.124 0.059 0.060 0.063 0.062 0.063 -0.054 -0.206 -0.247 -0.393 -0.089 0.027 0.090 0.078 0.080 0.129 0.121 0.136 0.082 0.069

=====

The following is a quantum chemistry calculation of an isolated molecule of C6H9N, from the Open Molecules 2025 dataset.

Element x y z (Å)
C -0.292 1.331 0.640
C -0.593 0.000 -0.012
C 0.388 -0.457 -1.029
C 1.748 -0.196 -0.965
C 2.818 0.514 -0.733
C -1.375 -1.018 0.751
N -1.974 -0.336 -0.383
H 0.707 1.326 1.089
H -1.024 1.549 1.425
H -0.317 2.139 -0.100
H 0.001 -1.121 -1.800
H 1.707 -1.370 -0.941
H 3.672 0.060 -0.229
H -1.184 -2.079 0.604
H -1.679 -0.745 1.761
H -2.604 0.402 -0.077

Calculated values
**LUMO (alpha / beta)**: -0.18 / -0.18 eV
**Electronic energy**: -288.54928 a.u.
**HOMO-LUMO gap (alpha / beta)**: 0.2802 / 0.2801 Ha
**ΔE to the lowest compared entry with this formula, charge and spin**: 146.1 kcal per mole

Atomic charges from the Löwdin analysis, expressed in e, are listed below: -0.022 -0.500 -0.023 -0.333 0.060 -0.113 0.050 0.081 0.083 0.094 0.121 0.183 0.005 0.106 0.110 0.098